# 1
34
Properties=species:S:1:pos:R:3:forces:R:3 method="wB97M-V/def2-TZVPD" e_homo_ev=-8.99 largest_force_ev_per_a=1.9 spin_multiplicity=1
Be -0.2684 -1.2553 -0.2291 -0.185 -0.601 0.579
O -3.1066 0.8205 1.3393 -0.298 0.323 0.053
C -2.1199 -0.0348 1.3520 0.502 -0.212 -0.097
O -1.4601 -0.2253 0.3495 -0.460 -0.084 0.157
C -1.8362 -0.7279 2.6657 0.147 -0.047 0.272
O -0.5375 -1.2497 2.6794 -0.110 0.271 -0.161
C -0.4174 -2.6585 2.6194 -0.113 -0.400 -0.145
C -0.8592 -3.3310 1.2910 0.013 0.467 0.432
O -1.3694 -4.4266 1.3350 -0.002 -0.264 0.100
O -0.6188 -2.6650 0.2152 -0.038 -0.581 -0.423
H -3.1348 1.2505 0.4579 0.111 -0.229 0.160
H -2.5905 -1.5088 2.8321 -0.069 0.162 -0.031
H -1.9156 0.0235 3.4616 -0.126 -0.127 -0.143
H -0.9551 -3.1376 3.4486 0.071 0.067 -0.164
H 0.6524 -2.8518 2.7262 -0.077 -0.036 0.072
N 2.1319 0.4594 -2.0790 0.268 -0.576 -0.104
C 1.0980 1.3097 -1.4353 -0.991 0.005 0.792
C 1.3098 2.7758 -1.6796 -0.032 0.241 -0.056
P -0.4825 0.5980 -2.0807 -0.238 0.472 -1.679
O -0.0948 0.7381 -3.6687 0.162 -0.200 0.495
O -1.7008 1.3633 -1.7985 -0.009 0.376 0.068
O -0.3430 -0.8844 -1.8064 0.138 -0.180 0.151
P 1.1839 0.8481 0.3449 1.639 0.643 0.607
O 2.7791 1.1782 0.5199 -0.413 -0.089 -0.432
O 0.3661 1.6474 1.2571 -0.228 0.231 -0.025
O 1.1392 -0.6659 0.3029 -0.050 -0.206 -0.158
H 1.9828 0.4448 -3.0963 0.234 0.039 0.127
H 1.9499 -0.4886 -1.6957 0.310 0.096 -0.253
H 3.0739 0.7616 -1.8059 -0.152 -0.095 -0.147
H 1.2397 3.0250 -2.7387 -0.016 0.017 -0.026
H 2.2765 3.0968 -1.2861 -0.010 0.015 -0.028
H 0.5325 3.3127 -1.1386 0.003 0.076 -0.054
H -0.8615 1.1105 -4.1030 -0.252 0.237 -0.416
H 2.9552 1.3485 1.4433 0.271 0.188 0.475

=====

# 2
67
Properties=species:S:1:pos:R:3:forces:R:3 method="wB97M-V/def2-TZVPD" de_lowest_kcal_mol=17.95 charge=-1 s2=6.014 e_homo_ev="-2.77 / -3.13" largest_force_ev_per_a=0.5 spin_multiplicity=5
Cr -1.3986 -0.2511 -1.0868 -0.053 -0.421 0.297
C 0.7831 0.0002 4.6161 0.014 0.027 0.033
N -0.1671 -0.2558 3.5508 0.005 -0.003 -0.019
C -0.8424 -1.5530 3.6545 -0.024 0.019 0.074
P 0.0982 0.3486 2.0509 -0.131 -0.045 -0.065
O -1.0041 -0.0107 1.1473 0.066 -0.017 -0.318
O 1.5491 -0.2253 1.6039 0.004 0.168 0.053
P 2.0501 -0.7684 0.1592 -0.159 -0.067 -0.154
O 1.0617 -0.6115 -0.9164 0.264 0.026 0.021
N 2.4921 -2.3338 0.3974 -0.112 0.000 -0.008
C 3.2398 -2.6868 1.5945 0.048 0.027 -0.017
C 1.5040 -3.3660 0.0259 0.032 -0.024 0.005
N 3.3863 0.1820 -0.0734 0.069 -0.002 0.058
C 3.9443 0.1703 -1.4207 0.029 -0.034 -0.007
C 4.3731 0.4557 0.9524 0.012 0.052 0.057
N 0.3843 1.9554 2.2448 0.129 0.006 0.181
C -0.7995 2.7624 2.5275 -0.043 -0.004 -0.047
C 1.4595 2.7001 1.6127 -0.032 0.002 -0.021
H 0.2643 -0.0097 5.5772 -0.006 -0.015 -0.003
H 1.2447 0.9782 4.4863 -0.010 -0.004 -0.016
H 1.5702 -0.7636 4.6465 0.011 0.005 -0.001
H -1.4675 -1.5572 4.5498 0.014 0.001 0.001
H -0.1124 -2.3652 3.7336 -0.014 -0.022 -0.021
H -1.4634 -1.7364 2.7833 0.003 -0.002 -0.036
H 4.0618 -1.9944 1.7699 -0.025 0.004 0.009
H 3.6637 -3.6824 1.4575 0.011 0.008 0.006
H 2.6008 -2.7062 2.4854 -0.010 -0.019 0.009
H 0.9850 -3.0823 -0.8832 -0.021 0.008 -0.008
H 0.7618 -3.5185 0.8105 -0.005 -0.024 -0.001
H 2.0444 -4.2982 -0.1441 -0.010 -0.004 -0.029
H 3.1662 -0.0614 -2.1443 -0.016 0.015 -0.003
H 4.7444 -0.5727 -1.5182 0.000 0.000 0.000
H 4.3566 1.1567 -1.6474 -0.012 -0.008 -0.003
H 3.9164 0.4482 1.9408 -0.008 -0.013 -0.011
H 4.8046 1.4467 0.7830 -0.004 -0.003 0.002
H 5.1942 -0.2719 0.9408 0.010 0.018 -0.015
H -1.6345 2.1269 2.8161 0.003 -0.005 0.020
H -1.0983 3.3238 1.6376 -0.031 0.002 -0.003
H -0.5924 3.4642 3.3394 0.023 0.010 -0.008
H 2.3674 2.1080 1.5688 0.012 -0.036 -0.023
H 1.6592 3.5944 2.2086 0.011 -0.009 0.002
H 1.1968 3.0132 0.5971 -0.004 0.017 -0.026
S -1.4271 -0.5712 -3.4800 -0.126 0.018 0.153
C -3.0903 -0.0620 -3.8337 0.041 0.045 0.071
C -3.4580 -0.0338 -5.1835 0.011 0.009 -0.086
C -4.7210 0.3382 -5.6108 -0.008 0.002 0.038
C -5.6735 0.6977 -4.6654 0.029 -0.018 -0.009
C -5.3325 0.6734 -3.3238 -0.082 0.044 -0.032
C -4.0613 0.3047 -2.8675 0.107 0.018 0.086
S -3.8087 0.3129 -1.1108 -0.273 0.057 -0.106
H -2.7079 -0.3222 -5.9108 0.003 0.002 -0.007
H -4.9577 0.3418 -6.6686 -0.001 -0.002 -0.012
H -6.6741 0.9862 -4.9667 -0.007 0.007 0.002
H -6.0699 0.9424 -2.5767 -0.001 0.001 0.005
S -0.9843 4.2781 -1.7296 -0.102 -0.032 -0.276
C 0.4503 3.4811 -2.2247 0.228 -0.056 0.177
C 0.3618 2.1566 -1.9535 -0.252 0.130 -0.107
N -0.8382 1.7678 -1.3974 0.147 0.449 -0.243
C -1.6529 2.7793 -1.2705 0.111 -0.218 0.302
H 1.2661 4.0090 -2.6884 0.025 0.014 0.040
H 1.0909 1.3949 -2.1691 0.040 -0.009 -0.007
H -2.6722 2.6346 -0.9290 -0.029 -0.005 0.041
F -3.2679 -3.7281 0.0137 -0.132 0.040 0.018
B -1.9086 -3.5662 0.0198 0.133 -0.067 0.045
F -1.5607 -2.2153 -0.4170 0.058 -0.122 -0.130
F -1.3864 -3.6856 1.3307 -0.032 0.035 0.084
F -1.2638 -4.4668 -0.8223 0.074 0.024 -0.007

=====

# 3
93
Properties=species:S:1:pos:R:3:forces:R:3 method="wB97M-V/def2-TZVPD" de_lowest_kcal_mol=0.00 e_homo_ev=-9.14 largest_force_ev_per_a=1.1 spin_multiplicity=1 smiles="CCN[Si@@](COO)(CC(=O)N(C)C)S(=O)(=O)C(F)(F)F.C[N+](=O)[O-].C[N+](=O)[O-].C[N+](=O)[O-].C[N+](=O)[O-].C[N+](=O)[O-].C[N+](=O)[O-].C[N+](=O)[O-].C[N+](=O)[O-]"
C -3.8042 1.2017 -3.9704 0.019 -0.130 -0.095
C -2.5366 0.6317 -3.3160 -0.027 0.367 -0.170
N -2.1748 1.3996 -2.0825 -0.787 -0.726 0.327
Si -1.5058 0.5012 -0.7802 0.900 0.391 -0.261
C -0.4460 -0.9156 -1.3984 -0.187 -0.275 -0.280
O 0.4425 -1.3038 -0.3561 -0.103 0.023 0.130
O 0.6465 -2.7217 -0.4343 0.040 0.089 -0.032
C -0.7733 1.5640 0.5590 -0.437 -0.044 0.358
C 0.7135 1.7285 0.2826 -0.197 0.207 0.449
O 1.1014 1.5710 -0.8464 0.093 0.092 -0.447
N 1.5680 2.1133 1.3379 -0.130 -0.035 -0.008
C 1.3521 3.5095 1.7622 0.083 0.056 -0.211
C 1.5191 1.1613 2.4485 0.159 -0.074 0.062
S -3.3628 -0.4194 0.1500 -0.368 0.601 -0.223
O -4.0333 -1.3049 -0.7814 0.209 -0.204 0.259
O -4.1043 0.7205 0.6731 0.094 -0.206 -0.038
C -2.9877 -1.4104 1.6919 -0.133 0.245 -0.383
F -2.6654 -0.5584 2.6605 0.074 -0.228 0.184
F -1.9595 -2.2337 1.4864 0.019 -0.162 -0.002
F -4.0614 -2.1043 2.0431 0.075 -0.059 0.118
H -3.5647 1.8896 -4.7845 -0.025 0.020 0.171
H -4.4226 1.7372 -3.2439 0.046 -0.075 -0.057
H -4.4191 0.3991 -4.3879 0.118 0.107 0.033
H -2.6895 -0.4320 -3.1050 0.053 0.101 0.011
H -1.6975 0.7333 -4.0109 -0.069 -0.201 0.091
H -3.0347 1.8268 -1.7306 0.242 0.453 -0.167
H 0.0935 -0.6040 -2.3034 0.059 -0.067 0.157
H -1.0807 -1.7663 -1.6822 0.053 0.123 0.119
H 0.1944 -3.0102 0.3720 0.023 -0.040 -0.026
H -1.0052 1.2284 1.5764 0.192 0.002 -0.115
H -1.2179 2.5702 0.4903 0.037 -0.128 -0.058
H 0.9521 4.1031 0.9322 0.013 -0.127 0.093
H 0.6629 3.5759 2.6155 -0.006 -0.018 -0.117
H 2.3067 3.9475 2.0453 -0.083 -0.053 0.086
H 2.4682 1.1975 2.9899 -0.151 0.058 -0.069
H 0.7040 1.3752 3.1564 0.048 -0.049 -0.070
H 1.4053 0.1453 2.0530 0.015 0.114 0.058
C -0.8654 4.7630 -2.5269 0.163 -0.009 -0.035
N -1.8844 4.9442 -1.4600 0.002 -0.059 0.014
O -1.4994 5.2541 -0.3502 0.000 -0.083 0.004
O -3.0418 4.7489 -1.7672 -0.021 -0.016 0.006
H 0.1109 4.9677 -2.1033 -0.018 0.005 0.014
H -0.9485 3.7321 -2.8628 -0.032 -0.001 0.005
H -1.1058 5.4500 -3.3329 -0.061 -0.025 0.006
C -3.0737 2.0354 4.4472 0.014 0.038 -0.008
N -2.0272 2.8701 5.0990 0.028 0.080 0.014
O -0.8641 2.5960 4.8658 -0.037 0.004 -0.005
O -2.4017 3.7730 5.8130 0.015 -0.065 -0.024
H -2.5676 1.2869 3.8546 -0.052 0.032 0.033
H -3.6841 1.5973 5.2317 -0.010 0.027 0.000
H -3.6796 2.6979 3.8353 -0.014 0.003 0.021
C 3.8412 -0.0933 -1.3998 0.079 -0.075 -0.052
N 5.0549 0.4787 -0.7546 0.051 0.014 0.082
O 6.1386 0.0777 -1.1450 -0.016 -0.025 0.010
O 4.8982 1.2959 0.1254 0.001 -0.035 -0.071
H 4.1821 -0.7984 -2.1469 -0.101 -0.024 -0.024
H 3.2571 -0.5773 -0.6219 -0.037 0.045 0.020
H 3.2661 0.7233 -1.8245 0.012 0.059 0.101
C 6.2685 -3.5335 -2.3330 0.157 0.107 0.037
N 5.5782 -3.1601 -3.5961 0.024 0.060 0.004
O 6.1415 -3.3844 -4.6463 -0.036 -0.068 0.019
O 4.4791 -2.6493 -3.4928 -0.001 -0.031 -0.048
H 7.2331 -3.9608 -2.5820 -0.128 0.064 0.029
H 6.3653 -2.6269 -1.7400 -0.062 0.038 -0.028
H 5.6308 -4.2516 -1.8261 0.029 0.009 0.011
C 6.1790 3.8335 4.1131 0.000 0.052 0.009
N 4.7899 4.0286 3.6145 -0.018 -0.029 -0.079
O 4.3194 5.1460 3.6487 0.029 -0.015 0.012
O 4.2203 3.0435 3.1922 0.066 -0.014 0.102
H 6.5554 4.7921 4.4483 0.001 -0.009 -0.002
H 6.1289 3.1085 4.9199 0.006 -0.010 -0.011
H 6.7567 3.4301 3.2868 -0.002 -0.017 0.004
C 6.6870 -7.5766 -4.0484 0.042 -0.019 -0.050
N 7.8411 -6.9881 -3.3143 0.085 0.009 0.003
O 8.9579 -7.3089 -3.6508 -0.061 -0.001 0.003
O 7.5763 -6.2101 -2.4167 -0.001 -0.155 -0.008
H 7.0763 -8.2421 -4.8091 -0.009 0.005 0.009
H 6.0770 -8.1010 -3.3191 -0.010 0.017 0.004
H 6.1305 -6.7488 -4.4786 -0.011 0.008 0.002
C -5.6791 -3.8808 -0.1564 0.045 -0.061 -0.074
N -6.3430 -5.1363 -0.6066 -0.050 -0.034 0.003
O -5.8434 -5.7430 -1.5311 -0.003 0.023 0.028
O -7.3466 -5.4686 -0.0102 0.035 0.016 -0.020
H -4.8122 -3.7068 -0.7797 -0.009 -0.010 0.006
H -6.4026 -3.0777 -0.2581 -0.006 -0.009 0.036
H -5.4131 -4.0221 0.8871 -0.039 0.028 -0.010
C -6.9243 0.5440 2.0759 0.055 0.000 0.036
N -7.6836 0.7756 3.3351 -0.029 0.007 0.043
O -7.0444 0.9100 4.3607 -0.008 0.000 -0.032
O -8.8923 0.8152 3.2544 0.048 -0.005 -0.001
H -5.8694 0.5413 2.3122 -0.005 0.001 -0.029
H -7.2538 -0.4080 1.6690 -0.029 0.018 -0.001
H -7.1733 1.3474 1.3893 -0.030 -0.009 0.003

=====

# 4
18
Properties=species:S:1:pos:R:3:forces:R:3 method="wB97M-V/def2-TZVPD" de_lowest_kcal_mol=67.15 e_homo_ev=-9.61 largest_force_ev_per_a=3.4 spin_multiplicity=1 smiles="C[C@@H](N)CC=O.O"
C 1.6415 2.4763 1.4975 1.426 -0.919 1.045
C 1.1699 1.1508 0.8147 -0.346 0.111 1.103
C 1.9007 0.7432 -0.4234 2.308 1.405 -0.093
C 1.7751 -0.6817 -0.5853 -0.241 -1.745 -1.881
O 1.1697 -1.1897 -1.5164 0.754 0.202 1.225
N -0.2415 1.2108 0.3267 0.001 -0.078 2.546
H 1.8949 3.1892 0.7127 -0.595 0.351 0.062
H 2.7345 2.4133 2.0934 -3.222 -0.211 -1.141
H 0.7349 2.7552 2.1338 1.776 0.279 -0.495
H 1.1588 0.3185 1.6079 0.132 1.073 -1.026
H 2.9673 1.1740 -0.6138 -1.848 -0.886 0.502
H 1.2051 0.9769 -1.1589 -0.332 1.653 -2.071
H 2.2571 -1.2399 0.1835 0.396 -1.349 0.850
H -0.7028 1.5398 1.1760 -0.826 -0.193 -0.526
H -0.4746 1.8648 -0.4072 0.623 0.306 -0.100
H -5.6930 -4.2728 -0.4189 0.543 -0.048 -1.234
H -6.1804 -3.3223 0.4066 -0.755 1.347 1.330
O -5.8115 -3.3108 -0.4615 0.207 -1.298 -0.096

=====

# 5
38
Properties=species:S:1:pos:R:3:forces:R:3 method="wB97M-V/def2-TZVPD" de_lowest_kcal_mol=13.50 s2=6.052 e_homo_ev="-6.49 / -7.91" largest_force_ev_per_a=0.3 spin_multiplicity=5
Rh 0.7342 0.9086 0.2636 -0.054 0.190 0.226
Te 0.2165 -0.6136 -1.9223 -0.022 0.086 -0.024
Te 2.7400 0.5589 -1.5422 0.053 -0.043 -0.022
Te 2.4075 2.9642 0.1609 0.029 -0.015 -0.049
Te -0.2127 3.3723 0.1932 -0.081 0.033 -0.040
Cl -3.3848 -1.7212 2.2050 -0.009 -0.001 -0.030
C -3.4632 -0.2994 1.1224 0.033 -0.038 0.061
Cl -4.9924 0.5218 1.3663 -0.019 0.012 0.009
Cl -3.3571 -0.8634 -0.5610 0.026 0.013 -0.002
C -2.2283 0.6346 1.4247 0.077 -0.002 0.033
O -2.4414 1.7836 1.7562 -0.030 0.032 -0.030
O -1.1165 0.0347 1.2840 -0.035 -0.070 -0.088
C 0.8162 -2.9528 1.5019 -0.044 0.027 0.084
N 0.5694 -2.2339 2.7344 -0.001 0.014 -0.006
C 0.2004 -3.0046 3.9118 0.015 -0.001 -0.006
C 0.9799 -0.9271 2.7730 0.074 0.061 0.024
O 1.7173 -0.4821 1.8737 -0.037 -0.188 -0.062
N 0.6024 -0.1535 3.8269 -0.057 -0.013 -0.044
C -0.7431 -0.2300 4.3903 0.008 -0.005 0.005
C 1.1721 1.1852 3.8703 0.002 -0.007 0.015
H 0.6104 -4.0067 1.6944 -0.032 0.012 -0.018
H 1.8613 -2.8419 1.2051 -0.020 -0.011 -0.020
H -0.6764 -1.6905 0.7518 0.036 -0.020 0.014
H 0.7622 -3.9396 3.9209 0.000 0.001 0.003
H -0.8662 -3.2386 3.9343 0.000 -0.001 -0.001
H 0.4605 -2.4513 4.8097 0.000 -0.003 -0.001
H -1.3075 -1.0390 3.9412 0.003 0.001 0.002
H -1.2734 0.6971 4.1624 -0.003 0.007 -0.002
H -0.7086 -0.3623 5.4736 -0.003 0.003 -0.003
H 2.2234 1.1571 3.6002 0.003 0.000 -0.005
H 1.0670 1.5680 4.8850 0.004 0.004 0.001
H 0.6459 1.8585 3.1841 0.000 0.003 0.006
C 1.3330 -3.4054 -1.3337 0.049 -0.026 -0.024
C 0.3622 -2.3796 -0.8511 -0.068 -0.123 0.086
N -0.0429 -2.4285 0.4378 0.135 0.065 -0.130
H 1.0920 -4.3896 -0.9259 -0.005 -0.011 0.006
H 2.3632 -3.1614 -1.0404 -0.024 0.013 0.017
H 1.3214 -3.4689 -2.4213 -0.003 -0.001 0.016

=====

# 6
12
Properties=species:S:1:pos:R:3:forces:R:3 method="wB97M-V/def2-TZVPD" de_lowest_kcal_mol=12.63 e_homo_ev=-9.03 largest_force_ev_per_a=1.8 spin_multiplicity=1 smiles="FC(F)C(=S)CC=S"
C -1.5661 -0.7293 -0.0617 0.269 0.102 -0.118
C -0.7687 0.5461 -0.2403 0.004 0.353 -0.244
C 0.3771 0.7087 0.7285 0.080 0.110 0.129
C 1.6942 0.3892 0.0340 -0.161 -0.809 1.637
H -2.3459 -0.8428 -0.8167 0.034 -0.106 0.124
H 0.4172 1.7655 1.0577 -0.011 -0.433 -0.196
H 0.2308 0.0660 1.6023 0.155 0.119 -0.161
H 1.8361 0.9420 -0.8508 0.262 0.620 -1.203
F -0.6971 -1.7829 -0.1205 -0.253 0.073 0.009
F -2.1151 -0.7211 1.1824 -0.089 -0.113 -0.014
S -1.1343 1.5783 -1.4250 0.087 -0.255 0.280
S 2.8064 -0.6335 0.5930 -0.379 0.340 -0.243

=====

# 7
24
Properties=species:S:1:pos:R:3:forces:R:3 method="wB97M-V/def2-TZVPD" de_lowest_kcal_mol=45.48 charge=+1 s2=0.753 e_homo_ev="-11.26 / -11.21" largest_force_ev_per_a=5.2 spin_multiplicity=2
C -0.5324 3.4132 2.4181 0.956 0.240 0.755
C -2.0879 1.7480 -0.5914 -0.103 2.258 -1.523
C -1.6520 2.7682 0.2739 -0.027 -2.962 0.941
C -1.9515 0.4230 -0.3875 1.278 -1.975 3.761
C -0.9866 2.3628 1.4690 -1.101 2.066 -2.696
C -1.2953 -0.0035 0.8400 -0.585 1.932 -1.824
C -0.7433 1.0173 1.6205 1.150 -1.809 0.994
H -2.4999 2.0645 -1.5545 -0.175 -0.026 0.351
H -1.9231 3.7530 -0.0013 0.161 1.004 0.158
H -2.3744 -0.3375 -0.9845 -0.451 -0.425 -0.940
H -1.2238 -1.0399 1.1543 0.186 0.089 -0.248
H 0.4250 3.0646 2.8034 -0.198 -0.125 0.942
H -1.2848 3.6473 3.1872 0.436 -0.494 0.043
H 0.0362 0.6983 2.3440 -0.984 0.327 0.133
H -0.2267 4.3943 2.0491 -0.509 -0.156 -0.871
C 0.7890 -3.8040 -1.2799 -1.837 2.688 -0.557
C 3.2717 -2.4361 -2.0394 -1.835 4.661 -1.499
S 1.6711 -2.9165 -2.6626 -0.703 -0.813 1.716
H 0.5401 -3.2369 -0.3645 0.485 0.946 -0.688
H -0.1804 -4.2293 -1.5226 -0.060 0.368 -1.196
H 1.2663 -4.5780 -0.8552 2.805 -2.889 0.853
H 3.2483 -1.7499 -1.1752 -0.467 -0.461 -0.129
H 3.7939 -1.8607 -2.8516 -0.970 -0.284 0.372
H 3.9204 -3.1622 -1.8892 2.548 -4.158 1.152

=====

# 8
13
Properties=species:S:1:pos:R:3:forces:R:3 method="wB97M-V/def2-TZVPD" de_lowest_kcal_mol=112.13 e_homo_ev=-9.82 largest_force_ev_per_a=5.6 spin_multiplicity=1
C -1.6743 -0.1766 1.1456 1.558 -2.053 -1.026
C 0.1539 0.7669 0.1108 2.819 1.289 4.609
C 1.3537 -0.4626 -1.3857 0.118 0.350 -1.556
H -1.6454 -1.0209 0.3079 -0.607 1.700 1.829
H -1.0666 -0.5092 1.9923 0.136 -0.542 0.010
H -2.6134 0.0548 1.5942 -0.959 0.159 -0.445
H 0.7467 0.1395 0.8903 -0.522 0.059 -1.195
H 0.7801 1.7508 0.2101 -1.267 -1.134 -1.025
H 1.2296 -0.2801 -2.6972 1.355 -1.307 4.095
H 1.2948 -1.7378 -0.9200 0.576 4.163 -1.611
H 2.4136 0.3042 -0.8401 -3.336 -2.715 -1.880
O -1.0547 0.9868 0.6780 -1.559 1.274 -0.394
O 0.0821 0.1845 -1.0861 1.689 -1.243 -1.412